Entry 1:
17
Properties=species:S:1:pos:R:3:forces:R:3:nbo_charge:R:1 method="wB97M-V/def2-TZVPD" e_homo_ev=-14.06 total_charge=+1 e_above_lowest_ev=3.503 e_tot_ev=-7297.445 orbital_gap_ev=10.1
C 2.350105 -0.342031 0.955256 -1.7310 -0.3986 -2.2969 -0.227
C 2.499602 -0.753119 -0.493964 -1.2600 1.2225 1.0971 -0.240
C -2.703284 1.050664 -0.011516 1.0731 3.0162 -0.2961 -0.464
C -0.913259 -0.554811 -0.469674 -0.7867 -0.9063 0.4186 0.141
N -1.822560 -0.051256 0.331960 0.0773 -0.3933 -2.0200 -0.474
N 1.269012 0.044924 -0.054557 0.5336 0.0744 -0.4062 -0.603
H 1.975117 -1.091604 1.604902 -0.2606 -0.7663 0.3800 0.209
H 2.840231 0.402436 1.512863 0.9474 1.0684 -0.1215 0.231
H 3.087584 -0.137565 -1.160452 0.4438 -0.4506 0.0815 0.226
H 2.283682 -1.788951 -0.771082 0.2692 0.4178 0.1074 0.221
H -3.663822 0.988254 -0.524131 -0.2132 -1.4945 0.6822 0.255
H -2.739474 1.640277 0.901833 -0.7690 0.0426 0.0074 0.233
H -2.250815 1.781189 -0.711437 0.6508 -0.6507 0.2832 0.229
H -0.920253 -0.178137 -1.478526 0.3563 0.4672 -0.0568 0.218
H -0.563187 -1.589830 -0.397338 0.0224 0.6323 0.6271 0.233
H -2.063348 -0.431665 1.218530 0.3372 -0.8207 0.6140 0.426
H 1.334665 1.011224 -0.452665 0.3095 -1.0605 0.8990 0.384

=====

Entry 2:
17
Properties=species:S:1:pos:R:3:forces:R:3:nbo_charge:R:1 method="wB97M-V/def2-TZVPD" e_homo_ev=-11.61 total_charge=+1 e_above_lowest_ev=4.247 e_tot_ev=-7296.701 orbital_gap_ev=8.2
C -0.504182 1.325360 1.871947 -0.0343 2.5561 1.6031 -0.216
C 0.284864 -0.364858 0.427941 2.9569 0.1752 -0.3831 0.059
C 1.600973 0.375044 0.229341 -1.3304 2.2032 0.3560 -0.690
C -0.825322 -0.613791 -1.806807 0.1119 -2.2731 -1.6306 -0.426
N -0.625979 0.293415 1.129507 -0.8602 -1.2851 -1.1354 -0.394
N -0.189857 -1.330958 -0.655045 0.8958 1.5754 2.7440 -0.524
H -1.367968 1.827073 2.287934 -0.2165 -0.6524 -0.0016 0.222
H 0.427776 1.833527 2.123347 -0.0326 -0.6726 -0.6115 0.224
H 2.227806 0.536064 1.164960 -0.6237 -0.7993 -1.3073 0.261
H 1.450528 1.475803 -0.173700 -0.2976 -1.5677 0.9628 0.216
H 2.074175 -0.026600 -0.619091 1.4575 -0.9734 -0.5890 0.226
H -1.697261 -0.059936 -1.525950 -0.5341 -0.0150 0.7887 0.233
H -0.078843 0.140397 -2.043417 -0.0177 -0.3306 -0.9469 0.243
H -1.178298 -1.409097 -2.597952 1.1682 1.8678 1.1581 0.252
H -1.525995 -0.139944 1.032118 -0.9576 0.3423 0.4223 0.414
H 0.670407 -1.903699 -0.742675 -0.4960 0.5271 -1.1806 0.464
H -0.742826 -1.957800 -0.102456 -1.1894 -0.6780 -0.2490 0.435

=====

Entry 3:
17
Properties=species:S:1:pos:R:3:forces:R:3:nbo_charge:R:1 method="wB97M-V/def2-TZVPD" e_homo_ev=-14.02 total_charge=+1 e_above_lowest_ev=3.133 e_tot_ev=-7297.815 orbital_gap_ev=10.6
C -0.780429 0.904876 -0.227676 0.5141 3.1629 1.0207 -0.074
C 2.482999 -1.402505 1.106356 -1.4455 -7.8085 0.9567 0.082
C -1.137978 -0.212912 -0.737040 -2.4579 -1.1507 -1.5510 -0.149
C -2.603824 -0.310358 -1.184431 0.2310 -1.3329 -1.5509 -0.634
N 2.395806 -0.264928 0.753258 2.7470 6.9580 -2.9759 -0.621
N 0.447743 1.357807 0.423185 -0.3024 -0.3261 2.1989 -0.782
H 3.253196 0.228819 0.230989 -1.9781 -1.6639 1.5683 0.405
H -1.502044 1.710503 -0.135295 -0.1694 -0.1077 -0.3631 0.196
H 3.220166 -2.210635 0.905382 0.4820 1.3261 0.1940 0.214
H 1.546904 -1.933847 1.452028 0.7767 0.9687 0.2933 0.185
H -0.602618 -1.116555 -0.831967 0.9788 -0.6848 -0.0110 0.217
H -3.155375 0.621830 -1.212969 0.3265 0.3425 -0.0180 0.227
H -3.071653 -0.901519 -0.412681 -0.4607 -0.4959 0.0528 0.230
H -2.782117 -0.843386 -2.215087 0.6331 0.9289 2.0307 0.241
H 1.384380 0.546999 0.695973 -0.5467 0.0286 -0.5556 0.428
H 0.819710 2.212958 -0.000502 -0.2631 -0.2031 0.0739 0.419
H 0.085135 1.612855 1.390480 0.9344 0.0578 -1.3638 0.418

=====

Entry 4:
17
Properties=species:S:1:pos:R:3:forces:R:3:nbo_charge:R:1 method="wB97M-V/def2-TZVPD" e_homo_ev=-14.46 smiles="C=[NH+]CCCN" total_charge=+1 e_above_lowest_ev=1.438 e_tot_ev=-7299.510 orbital_gap_ev=10.2
C 0.910443 -2.195297 0.053841 0.6345 -0.6584 0.6292 0.113
N 0.541647 -1.008739 0.258743 -0.7380 -0.0053 -0.5895 -0.416
C 1.293594 0.197302 -0.161998 -0.0491 -0.3615 0.0811 -0.235
C 0.291699 1.191757 -0.729673 -0.7448 -0.2542 0.3899 -0.427
C -0.982713 1.464542 0.120560 1.0144 -1.1492 -0.4488 -0.224
N -1.731343 0.214395 0.407325 -0.2416 0.0226 0.0574 -0.846
H 1.884243 -2.400879 -0.346964 0.5218 0.1180 -0.3034 0.201
H 0.372360 -3.087538 0.375753 -0.5342 0.5133 -0.1497 0.225
H -0.525821 -0.756921 0.422182 0.2058 -0.0543 0.2463 0.451
H 1.827569 0.568412 0.716375 -0.0333 0.0132 -0.1028 0.236
H 1.992770 -0.133720 -0.932986 0.2134 0.2770 0.2019 0.224
H 0.738554 2.170282 -0.866618 0.3602 -0.0472 -0.3176 0.252
H -0.039250 0.777529 -1.687434 0.0377 0.3620 -0.0938 0.216
H -0.723463 1.825657 1.098942 0.2092 0.9013 0.1443 0.205
H -1.522498 2.160547 -0.501162 -0.6095 0.3840 0.4351 0.225
H -1.993765 0.190958 1.387645 -0.2798 0.1205 -0.1194 0.395
H -2.584538 0.149399 -0.133823 0.0333 -0.1816 -0.0602 0.406

=====

Entry 5:
17
Properties=species:S:1:pos:R:3:forces:R:3:nbo_charge:R:1 method="wB97M-V/def2-TZVPD" e_homo_ev=-15.36 smiles="CCCNC=[NH2+]" total_charge=+1 e_above_lowest_ev=0.849 e_tot_ev=-7300.099 orbital_gap_ev=11.4
C -1.668455 1.453933 0.629641 -0.2566 0.2114 0.7295 -0.627
C -1.127377 0.881949 -0.689161 -0.4905 1.0303 0.7380 -0.435
C -0.765588 -0.586102 -0.537612 0.2500 -0.2591 -1.0476 -0.216
N 0.457655 -0.673609 0.295391 0.8171 0.6275 -0.4130 -0.518
C 1.565583 -1.228554 -0.142307 -0.0388 -0.0979 -0.8570 0.417
N 2.735102 -1.176180 0.462233 -1.4222 0.0092 -0.2958 -0.709
H -0.876767 1.667037 1.356731 0.0440 -0.2340 -0.0101 0.193
H -2.392038 0.799091 1.122530 0.1656 -0.2256 -0.1416 0.221
H -2.199585 2.405354 0.574166 0.1722 0.0217 -0.6025 0.247
H -0.255919 1.489284 -0.956004 0.2190 -0.3676 -0.1311 0.211
H -1.829872 1.116117 -1.487400 -0.1655 -0.6733 -0.0587 0.252
H -0.552270 -1.033380 -1.515144 0.2494 0.1079 0.0778 0.213
H -1.538392 -1.235463 -0.134306 -0.1701 0.3847 0.4283 0.232
H 0.662438 0.199487 0.778734 -0.4846 -0.3813 0.7522 0.422
H 1.532850 -1.714027 -1.117181 -0.0316 -0.1964 0.1944 0.217
H 2.711943 -0.905437 1.434064 0.8786 0.1263 0.0241 0.433
H 3.540692 -1.459499 -0.074375 0.2640 -0.0837 0.6130 0.447

=====

Entry 6:
17
Properties=species:S:1:pos:R:3:forces:R:3:nbo_charge:R:1 method="wB97M-V/def2-TZVPD" e_homo_ev="-9.77 / -14.61" s2=2.0055 total_charge=+1 e_above_lowest_ev=1.579 e_tot_ev=-7294.593 multiplicity=3 orbital_gap_ev="6.1 / 8.0"
C 2.223123 -0.200901 -0.106215 8.5604 2.8467 -4.3127 -0.327
C 1.075950 -0.581421 0.426152 -9.4202 -2.6534 4.2807 -0.127
C -0.767295 -0.551376 -1.301307 -0.0570 0.0134 -0.1834 -0.664
C -0.233502 0.010935 -0.013703 1.9490 3.5338 0.5923 0.221
N 0.063778 1.614615 -0.124607 -0.9929 -3.6269 -0.3976 -0.831
N -1.270730 -0.181693 1.098138 -0.0193 -0.2688 0.0303 -0.697
H 3.163194 -0.616487 0.207764 0.0960 -0.0249 0.0417 0.203
H 2.250881 0.556893 -0.870321 0.1114 0.0140 -0.0813 0.203
H 1.033639 -1.335758 1.199454 -0.0701 -0.1387 0.0650 0.186
H -0.104079 -0.267929 -2.112256 0.0821 0.0422 -0.0478 0.275
H -1.764574 -0.188112 -1.534168 -0.1581 0.1267 -0.0862 0.229
H -0.781794 -1.638597 -1.248649 -0.0926 -0.0702 -0.0072 0.242
H -0.759820 2.103316 -0.448322 -0.0749 0.1494 0.0232 0.377
H 0.397412 1.968198 0.758045 0.0036 0.1296 0.2366 0.372
H -0.982886 0.328681 1.944187 -0.0840 -0.1892 -0.2885 0.450
H -1.351215 -1.181164 1.330844 -0.0910 0.2182 0.0079 0.442
H -2.192074 0.160793 0.794968 0.2576 -0.1019 0.1269 0.445

=====

Entry 7:
17
Properties=species:S:1:pos:R:3:forces:R:3:nbo_charge:R:1 method="wB97M-V/def2-TZVPD" e_homo_ev="-14.14 / -14.84" s2=2.0128 total_charge=+1 e_above_lowest_ev=1.155 e_tot_ev=-7295.017 multiplicity=3 orbital_gap_ev="9.8 / 8.1"
C 0.512003 0.100876 -0.213478 -3.2271 -0.7996 0.2801 0.679
C 0.870671 0.296699 -1.597204 0.6347 0.0729 -0.8206 -0.811
C -0.827982 -0.380714 1.711414 -0.0232 -0.1456 1.0793 -0.419
C -1.866365 -0.255258 -0.495555 -0.9333 -0.1079 -0.6066 -0.434
N 2.952157 0.525428 0.268757 0.2566 0.0950 0.1850 -0.591
N -0.655141 -0.160255 0.291925 2.5789 0.6224 -0.6220 -0.367
H 3.233545 -0.292179 0.809806 0.3899 0.1371 0.2355 0.314
H 0.786918 1.361597 -1.837806 -0.0498 0.0306 0.0372 0.294
H 0.248221 -0.285618 -2.282895 -0.1142 0.0325 0.1544 0.263
H 1.921326 0.047766 -1.756783 -0.2406 -0.0075 0.0508 0.316
H -1.302366 -1.349389 1.877470 0.0591 0.0304 -0.1063 0.240
H 0.133792 -0.360155 2.219874 -0.0316 -0.0031 -0.0835 0.238
H -1.473567 0.390745 2.135602 0.0576 0.0003 -0.1389 0.239
H -2.669364 0.249775 0.042133 0.0884 0.0016 -0.0158 0.244
H -1.752205 0.204933 -1.472759 0.0692 -0.0049 0.0897 0.238
H -2.140109 -1.305731 -0.616814 0.0631 0.0525 0.0360 0.244
H 2.958587 1.331982 0.891743 0.4225 -0.0067 0.2455 0.315